117
Properties=species:S:1:pos:R:3 method="wB97M-V/def2-TZVPD" total_energy_ev=-109490.4696 homo_energy_ev=-5.825
Pb -1.55 1.19 -0.75
S -0.27 2.43 -3.21
P -0.20 0.75 2.25
P 1.88 -1.51 0.92
O 1.17 -1.46 -4.67
O 2.45 -0.41 -0.42
N -3.46 1.99 0.75
N -1.59 4.53 -0.07
N -3.68 3.31 0.83
N -0.35 1.58 -5.69
N -0.71 3.51 -0.12
N -1.68 -0.37 -3.02
N 1.36 -0.97 -2.41
N -3.28 2.59 -2.02
N -1.25 0.11 -4.21
N -3.50 3.85 -1.60
N -2.44 -1.40 -0.60
C -4.37 3.71 -3.63
C 5.28 0.37 -4.58
C 1.81 -2.98 -0.48
C -0.64 -2.84 4.22
C -2.83 -1.91 0.56
C 2.52 -0.01 2.05
C -4.69 3.55 1.68
C 1.79 -1.00 -3.74
C 1.59 1.20 2.24
C 5.47 -3.91 2.65
C -2.40 -2.19 -1.68
C 4.62 -2.20 1.18
C 0.50 4.05 -0.15
C -0.59 -1.85 3.25
C 3.32 -2.45 1.60
C 4.75 0.46 -2.21
C -4.33 1.40 1.56
C -0.34 -2.53 5.54
C -3.24 -3.22 0.72
C -2.85 -3.51 -1.62
C -0.25 -0.54 3.57
C -2.60 3.10 4.65
C 3.52 -0.08 -2.53
C 4.04 -0.19 -4.88
C 0.01 -1.23 5.87
C -3.80 2.49 -3.24
C 3.11 -3.43 2.57
C -1.83 -1.64 -2.94
C 0.05 -0.24 4.90
C 2.36 -0.51 -1.70
C -0.64 1.32 -4.38
C 4.18 -4.15 3.09
C 1.53 -5.38 -1.93
C -3.27 -4.03 -0.40
C -2.05 2.02 3.99
C -1.41 -2.59 -4.03
C -2.04 4.37 4.53
C -0.92 4.53 3.72
C 0.53 -4.96 -1.08
C -5.15 2.35 2.18
C 2.82 -3.44 -1.34
C 5.69 -2.92 1.69
C 3.17 -0.40 -3.83
C 0.43 5.44 -0.11
C -0.93 5.70 -0.06
C 5.63 0.69 -3.27
C -4.16 4.54 -2.55
C 0.68 -3.76 -0.37
C -0.91 2.17 3.19
C -0.37 3.45 3.06
C 2.68 -4.61 -2.06
B -3.12 4.34 -0.18
H 3.51 0.33 1.74
H -4.43 5.57 -2.39
H -1.13 -0.55 -4.97
H 1.23 6.15 -0.11
H -1.47 6.63 -0.03
H 5.99 0.55 -5.38
H 0.33 0.77 5.18
H 3.48 -4.94 -2.72
H -2.80 -1.23 1.41
H -2.14 -2.62 -4.84
H 0.51 3.60 2.45
H -0.12 -3.45 0.30
H 1.37 3.41 -0.22
H -0.89 -3.85 3.94
H 4.81 -1.43 0.44
H -0.47 5.51 3.60
H -4.88 3.94 -4.55
H -5.02 4.56 1.87
H 6.69 -2.72 1.34
H 0.25 2.37 -5.82
H 4.00 -4.91 3.85
H 3.74 -2.87 -1.45
H 0.26 -0.98 6.90
H -1.27 -3.59 -3.64
H -3.64 5.40 0.02
H -3.74 1.56 -3.78
H -2.50 1.05 4.10
H -2.87 -4.13 -2.50
H 3.77 -0.46 -5.89
H 5.02 0.69 -1.19
H 2.11 -3.63 2.92
H -4.34 0.33 1.66
H 6.60 1.11 -3.07
H -5.94 2.18 2.89
H -0.16 0.79 -6.30
H -0.44 -2.28 -4.42
H 2.63 -0.50 3.02
H -2.47 5.21 5.05
H 1.73 1.92 1.43
H -3.61 -5.05 -0.34
H -3.52 -3.59 1.70
H 1.43 -6.31 -2.48
H -0.37 -5.56 -0.95
H -0.37 -3.30 6.30
H 1.79 1.72 3.18
H -0.77 -2.10 2.21
H 6.30 -4.47 3.05
H -3.47 2.96 5.27